(1)
A structure of composition C14H34ClInN2O3P in a non-equilibrium geometry. Source: the OMol25 dataset; level of theory: wB97M-V/def2-TZVPD.

The geometry in XYZ format:
```
56
Properties=species:S:1:pos:R:3:forces:R:3
C 2.723706 4.189171 4.165459 0.1 0.0 -0.9
C 2.100366 2.781563 3.537041 1.0 -0.3 1.2
C 1.950241 1.598116 4.701089 -1.6 1.7 -1.2
Cl 3.576500 0.815512 5.121544 -0.9 0.9 0.0
In 0.424804 0.106614 3.817649 -0.2 0.0 0.8
C 0.904562 -2.053813 4.394003 0.0 -2.5 -1.2
C 1.321616 -2.876315 3.032828 -3.5 -2.9 -1.2
O 0.488784 -3.705618 2.368709 4.5 4.6 3.8
C -1.590942 0.735842 4.631960 -1.6 -0.6 0.8
C -2.885007 0.277033 3.736248 -0.7 0.5 0.0
C -2.930423 0.889682 2.214745 0.9 -0.6 0.0
O -4.087972 0.838037 4.437062 -0.6 -0.2 -1.6
P 0.673025 0.263360 1.301442 0.6 -0.3 -1.8
N -0.037282 -1.236986 0.559392 -0.9 2.1 0.6
O -0.229610 1.633409 0.629152 0.2 0.2 1.8
H 3.545821 4.576575 3.396200 -1.6 -0.7 1.9
H 1.883142 5.005701 4.179877 1.6 -1.5 0.2
H 3.193258 4.030560 5.250884 -1.1 0.3 -2.5
H 2.841815 2.377240 2.707679 -1.9 0.8 1.5
H 1.019610 2.990116 3.116316 2.2 -0.4 0.7
H 1.419902 2.123049 5.611116 1.6 -1.1 -1.3
H 1.743867 -2.139332 5.208137 -1.5 0.2 -1.7
H -0.120881 -2.536175 4.768273 2.3 0.9 -0.7
H 2.409414 -2.773822 2.580539 -2.0 0.1 1.0
H -1.710909 0.190586 5.687226 0.2 1.2 -2.2
H -1.629273 1.884129 4.863832 -0.2 -2.0 -0.6
H -3.071076 -0.902271 3.736943 0.9 2.4 -0.1
H -4.019178 0.886075 1.727087 2.2 0.1 1.3
H -2.258879 0.217000 1.503785 -1.3 1.7 1.5
H -2.478373 1.986535 2.264118 -1.1 -2.3 -0.3
H -4.849384 0.918693 3.773955 1.8 -0.3 1.3
H -0.325975 -0.932630 -0.400346 0.1 -0.7 1.1
H -0.856740 -1.565243 1.118576 0.7 0.2 -1.1
H -0.252082 2.336915 1.343927 -0.1 -1.2 -1.3
C 0.675561 1.143081 -3.974841 -0.1 0.0 -0.1
C 0.878602 -0.356439 -4.173313 -0.2 0.1 0.2
N -0.365918 -1.106272 -4.360295 -0.2 -0.3 0.0
C -0.189385 -2.559150 -4.263165 0.0 0.2 0.3
C 0.676525 -3.236237 -5.321569 0.1 -0.3 -0.1
C -1.237263 -0.655348 -5.449861 0.0 0.2 0.4
C -0.653948 -0.630943 -6.857986 -0.1 0.1 -0.4
H -0.009150 1.342382 -3.144283 0.1 -0.1 -0.1
H 1.633400 1.618582 -3.741506 -0.1 -0.1 0.0
H 0.283208 1.623854 -4.875510 0.0 0.0 0.1
H 1.381478 -0.729444 -3.270199 -0.2 -0.2 -0.2
H 1.575270 -0.513527 -5.004147 0.2 0.0 -0.1
H -1.172807 -3.045157 -4.249465 0.0 0.2 -0.1
H 0.244106 -2.781565 -3.279342 0.0 0.2 -0.1
H 0.157950 -3.313288 -6.278453 0.1 0.1 0.0
H 0.909671 -4.259950 -5.003326 0.0 0.1 0.0
H 1.628922 -2.720838 -5.475209 -0.1 0.0 0.0
H -1.590334 0.354590 -5.209774 0.2 -0.1 0.1
H -2.152568 -1.261209 -5.458660 0.2 -0.1 0.2
H 0.347838 -0.194941 -6.891106 -0.1 0.0 0.1
H -1.292071 -0.020506 -7.507112 0.1 -0.1 0.1
H -0.615532 -1.626981 -7.297324 0.1 0.0 0.0
```
Forces are in eV/Å.

## Properties
- HOMO-LUMO gap: 6.49 eV
- E_LUMO: 0.098 Ha
- Energy: -51173.28933 eV
- Net charge: -1


(2)
A structure of composition C14H34ClN2O12P4ReS. Source: the OMol25 dataset; level of theory: wB97M-V/def2-TZVPD.

The geometry in XYZ format:
```
69
Properties=species:S:1:pos:R:3:forces:R:3
Re -0.118569 -0.151192 0.439978 0.2 0.0 0.0
C -2.354834 -0.768843 -4.373616 0.0 0.0 0.0
C -1.964318 -0.104337 -3.061162 0.0 0.0 0.0
O -2.481795 1.205251 -3.079999 0.0 0.0 0.0
P -0.182382 -0.015110 -2.816198 0.0 0.0 -0.1
O 0.457559 0.785286 -4.000177 0.0 0.0 0.0
O 0.396725 -1.477108 -2.933694 0.0 0.0 -0.1
O 0.039239 0.678261 -1.490327 0.0 0.1 0.1
P -2.556411 -1.070148 -1.557319 -0.1 0.0 0.0
O -2.913101 -2.536480 -2.080989 0.0 0.0 0.0
O -3.666599 -0.374746 -0.888746 0.0 0.0 0.0
O -1.280069 -1.392450 -0.708447 0.0 0.0 0.1
H -2.007413 -0.149175 -5.199521 0.0 0.0 0.0
H -3.441601 -0.830463 -4.432751 0.0 0.0 0.0
H -1.933574 -1.767987 -4.461583 0.0 0.0 0.0
H -2.264719 1.684619 -2.261253 0.0 0.0 0.1
H 1.428002 0.777622 -3.933013 0.0 0.0 0.0
H 0.577427 -1.854293 -2.053459 0.0 0.0 0.0
H -3.847863 -2.625814 -2.307226 0.0 0.0 0.0
C -2.618653 -2.671920 1.391870 0.0 0.0 0.0
P -1.473984 -1.453341 2.070012 -0.1 0.0 0.0
C -2.526367 -0.441098 3.140037 0.0 0.0 0.0
C -0.495609 -2.371011 3.297631 0.0 0.0 0.0
C 0.476085 -1.332310 3.837014 0.0 0.0 0.0
P 1.357892 -0.694774 2.370568 0.0 0.0 0.0
C 2.404602 0.618337 3.037373 0.0 0.0 0.0
C 2.502700 -2.074955 2.066390 0.0 0.0 0.0
H -3.074446 -3.196338 2.233987 0.0 0.0 0.0
H -2.102322 -3.379426 0.746996 0.0 0.0 0.0
H -3.394397 -2.160782 0.824329 0.0 0.0 0.0
H -2.796170 -1.030478 4.018196 0.0 0.0 0.0
H -3.426546 -0.160891 2.599833 0.0 0.0 0.0
H -2.034611 0.480748 3.439001 0.0 0.0 0.0
H 0.028025 -3.200236 2.818000 0.0 0.0 0.0
H -1.155131 -2.781001 4.063001 0.0 0.0 0.0
H 1.212772 -1.743466 4.528034 0.0 0.0 0.0
H -0.046777 -0.520105 4.345340 0.0 0.0 0.0
H 2.945499 0.216240 3.895492 0.0 0.0 0.0
H 1.795304 1.464471 3.350503 0.0 0.0 0.0
H 3.112246 0.938591 2.276165 0.0 0.0 0.0
H 2.818583 -2.465303 3.034777 0.0 0.0 0.0
H 3.372891 -1.708766 1.530122 0.0 0.0 0.0
H 2.022089 -2.861542 1.489133 0.0 0.0 0.0
C 3.486212 3.247349 -0.816281 0.0 0.0 0.0
N 2.022970 3.202168 -0.711163 -0.1 0.1 0.0
C 1.218975 3.974557 -1.671037 0.0 0.0 0.0
C 1.440577 2.363780 0.060951 0.1 -0.1 0.1
N 0.911605 1.619810 0.790042 -0.1 0.0 -0.1
H 3.816200 4.275490 -0.678346 0.0 0.0 0.0
H 3.780707 2.885208 -1.800659 0.0 0.0 0.0
H 3.924203 2.601807 -0.061594 0.0 0.0 0.0
H 1.438854 5.033205 -1.544525 0.0 0.0 0.0
H 0.164739 3.781390 -1.490412 0.0 0.0 0.0
H 1.480964 3.660906 -2.681314 0.0 0.0 0.0
Cl -3.553826 2.811292 2.581469 0.0 0.0 0.0
C -3.574573 2.485861 0.830695 0.0 -0.1 -0.1
C -2.238488 2.008967 0.297563 0.1 0.2 0.1
O -1.735634 2.570964 -0.659301 0.0 -0.1 -0.1
O -1.746303 0.979280 0.934846 -0.1 -0.1 0.0
H -3.840501 3.406717 0.325034 0.0 0.0 0.0
H -4.306756 1.706996 0.621037 0.0 0.0 0.0
C 3.812436 -1.979834 -1.428593 0.0 0.0 0.0
S 2.881367 -0.553780 -0.982923 0.0 0.0 0.0
O 3.548821 0.127890 0.103071 0.0 0.0 0.0
O 2.698481 0.238477 -2.178819 0.0 0.0 0.0
O 1.581042 -1.181606 -0.478804 0.0 -0.1 0.1
H 4.778783 -1.629914 -1.785074 0.0 0.0 0.0
H 3.286678 -2.503346 -2.224092 0.0 0.0 0.0
H 3.933090 -2.617165 -0.556074 0.0 0.0 0.0
```
Forces are in eV/Å.

## Properties
- 2S+1: 2
- HOMO-LUMO gap (alpha / beta): 8.96 / 7.14 eV
- ⟨S²⟩: 0.7555
- E_LUMO (alpha / beta): -0.094 / -0.149 Ha
- Energy above the lowest of the compared OMol25 structures with the same formula, charge and spin: 0.865 eV
- Energy: -105266.43949 eV
- Net charge: +1


(3)
A structure of composition C14H34ClN2O12P4ReS in a non-equilibrium geometry. Source: the OMol25 dataset; level of theory: wB97M-V/def2-TZVPD.

The geometry in XYZ format:
```
69
Properties=species:S:1:pos:R:3:forces:R:3
Re 0.455944 0.462783 0.368835 -0.3 1.0 -4.5
C -1.818027 -4.521454 1.152855 0.0 0.0 0.0
C -2.179015 -3.184841 0.540495 0.5 0.5 -0.1
O -3.528623 -3.181860 0.193157 -0.4 -0.1 0.0
P -1.681564 -1.788245 1.627134 -1.3 -0.8 0.5
O -1.658033 -2.302374 3.095959 -0.2 -0.2 -0.4
O -2.869184 -0.779082 1.375664 0.1 -0.5 -0.2
O -0.336064 -1.425401 1.079516 0.6 0.8 -0.3
P -1.208058 -2.826500 -1.002904 0.1 -0.6 -1.1
O -1.900690 -3.729313 -2.134902 -0.3 0.5 0.4
O -1.899240 -1.419711 -1.375973 0.3 0.4 -0.3
O 0.256872 -2.872863 -1.128141 -0.3 -0.2 0.3
H -2.407218 -4.663920 2.057734 0.0 0.0 0.0
H -0.760856 -4.544481 1.406903 0.1 -0.1 0.1
H -2.049070 -5.325621 0.455423 0.0 0.0 0.0
H -3.795905 -2.283370 -0.035613 -0.2 0.1 0.0
H -0.803609 -2.035995 3.544732 -0.1 0.0 0.1
H -2.693505 0.068375 1.798781 0.0 0.3 0.2
H -1.498007 -4.591494 -2.231609 0.2 -0.4 -0.1
C 2.693829 -2.331740 0.636570 0.1 0.1 -0.2
P 2.297168 -0.894389 -0.387823 0.4 0.2 0.4
C 2.534987 -1.367737 -2.135719 -0.2 0.0 0.3
C 3.714018 0.276879 -0.134455 -0.2 -0.2 -0.1
C 3.423866 1.580802 -0.875215 -0.2 0.1 0.2
P 1.855039 2.311538 -0.232014 0.8 0.1 -0.1
C 2.349260 3.325582 1.190395 -0.1 -0.1 -0.2
C 1.313822 3.497706 -1.508825 -0.2 -0.3 0.3
H 3.757786 -2.553789 0.577373 0.0 -0.1 0.0
H 2.104734 -3.169445 0.273812 0.0 0.0 0.0
H 2.407046 -2.108724 1.661802 0.0 0.0 0.1
H 3.596721 -1.465955 -2.352525 0.1 0.0 0.0
H 2.090999 -0.611784 -2.776598 0.0 0.1 -0.1
H 2.028113 -2.310537 -2.307795 0.0 0.0 0.0
H 4.644163 -0.177225 -0.489365 -0.1 0.0 0.1
H 3.798328 0.458712 0.938777 0.1 -0.1 0.1
H 3.285689 1.381727 -1.939478 0.0 0.1 -0.1
H 4.240697 2.296032 -0.760314 0.0 0.0 -0.1
H 3.104906 4.044428 0.874001 0.0 0.0 0.1
H 2.734554 2.686169 1.980070 0.1 0.0 0.0
H 1.468055 3.846575 1.558489 -0.1 0.0 0.0
H 2.163665 3.804910 -2.115037 0.1 0.0 0.0
H 0.868150 4.367077 -1.029692 -0.1 0.0 0.0
H 0.563562 3.018870 -2.133013 0.0 0.0 -0.1
C -1.439264 1.313616 -3.670005 0.2 0.4 0.1
N -1.751606 0.000898 -3.165026 0.1 -0.3 0.9
C -2.590842 -0.862499 -3.955490 -0.4 -0.4 -0.1
C -1.291345 -0.314240 -1.945550 -1.2 -0.3 -1.4
N -0.417826 0.369568 -1.334814 2.2 -0.5 3.5
H -2.183105 1.592073 -4.411498 0.0 0.0 0.0
H -0.444967 1.333774 -4.121368 0.0 0.0 -0.1
H -1.471619 2.011225 -2.833381 -0.1 0.1 -0.1
H -3.625495 -0.509329 -3.972220 0.1 0.0 0.0
H -2.570914 -1.867438 -3.542186 -0.1 0.0 -0.2
H -2.210246 -0.891063 -4.976473 0.0 0.0 0.0
Cl -1.182940 5.029873 1.666655 0.2 0.6 0.2
C -2.383445 3.775069 1.348005 0.0 -0.5 -0.4
C -1.699407 2.661083 0.526864 -0.9 0.9 0.2
O -2.172017 2.302615 -0.534578 -0.5 -0.1 -0.3
O -0.638270 2.226402 1.074793 0.7 -1.1 0.5
H -3.210806 4.208239 0.787543 0.1 -0.1 0.1
H -2.720564 3.381873 2.308079 0.0 0.0 -0.1
C 0.526445 1.249546 4.634648 0.0 -0.5 -0.8
S 0.316332 0.099724 3.265452 -1.6 0.5 3.9
O 0.532955 -1.235749 3.797156 0.5 0.1 0.0
O -1.044497 0.305604 2.787341 0.4 0.4 0.7
O 1.348708 0.472912 2.280212 0.6 0.2 -1.7
H -0.235124 1.003764 5.361487 -0.2 -0.1 0.1
H 0.384323 2.253384 4.257934 0.0 0.2 -0.1
H 1.510232 1.128763 5.064951 0.2 -0.1 0.0
```
Forces are in eV/Å.

## Properties
- 2S+1: 2
- HOMO-LUMO gap (alpha / beta): 6.57 / 6.94 eV
- ⟨S²⟩: 0.7631
- E_LUMO (alpha / beta): -0.162 / -0.148 Ha
- Energy above the lowest of the compared OMol25 structures with the same formula, charge and spin: 2.345 eV
- Energy: -105264.95925 eV
- Net charge: +1